90
Properties=species:S:1:pos:R:3 method="wB97M-V/def2-TZVPD" total_energy_ha=-5407.5495 total_charge=-1 fmax_ha_per_bohr=0.009 multiplicity=1 orbital_gap_ha=0.2210 lumo_ev=2.04 e_homo_ev=-3.972 relative_energy_kj_mol=0.0
Bi -0.34 0.76 -0.42
C 2.69 -4.37 -0.26
P 1.88 -2.80 0.30
C 3.32 -1.66 0.14
C 1.85 -3.09 2.14
C 2.98 -3.59 2.80
C 2.97 -3.82 4.16
C 1.82 -3.55 4.90
C 0.70 -3.05 4.25
C 0.69 -2.81 2.88
P -0.77 -2.10 2.00
C -1.74 -3.66 1.74
C -1.75 -1.39 3.38
H 3.68 -4.52 0.18
H 2.79 -4.34 -1.34
H 2.06 -5.22 0.01
H 4.12 -1.92 0.84
H 3.00 -0.64 0.31
H 3.70 -1.73 -0.88
H 3.88 -3.80 2.24
H 3.86 -4.20 4.66
H 1.80 -3.71 5.97
H -0.18 -2.83 4.84
H -1.87 -4.22 2.66
H -1.22 -4.28 1.01
H -2.72 -3.40 1.33
H -2.06 -2.12 4.14
H -2.65 -0.94 2.96
H -1.18 -0.59 3.86
C 2.01 4.10 -1.67
Si 0.24 3.89 -1.00
C -0.29 5.02 0.44
C -0.50 5.17 -2.33
N 0.78 2.42 0.31
C 1.71 2.43 1.30
C 2.54 3.55 1.56
C 3.51 3.55 2.55
C 3.71 2.44 3.37
C 2.89 1.33 3.18
C 1.93 1.36 2.19
F 1.14 0.24 2.05
H 2.31 5.15 -1.59
H 2.02 3.85 -2.74
H 2.76 3.49 -1.16
H 0.00 6.05 0.22
H 0.11 4.75 1.42
H -1.39 5.01 0.52
H -0.04 6.16 -2.24
H -1.58 5.31 -2.19
H -0.35 4.84 -3.37
H 2.40 4.43 0.95
H 4.11 4.44 2.69
H 4.47 2.44 4.14
H 2.98 0.44 3.78
Cl -3.35 -0.58 -1.09
C -3.51 0.49 0.29
C -2.37 1.08 0.81
C -2.56 1.85 1.96
Cl -1.17 2.43 2.83
C -3.82 2.10 2.49
Cl -4.01 3.09 3.90
C -4.94 1.53 1.90
Cl -6.52 1.85 2.54
C -4.79 0.70 0.80
Cl -6.17 -0.06 0.09
I 5.44 0.55 -4.80
C 3.77 0.07 -3.69
C 2.92 -0.99 -3.91
N 1.98 -0.91 -2.96
N 2.15 0.14 -2.14
C 3.24 0.75 -2.58
H 2.94 -1.78 -4.65
H 1.16 -1.51 -2.81
H 3.60 1.64 -2.10
C -0.82 2.46 -1.76
H -0.48 2.27 -2.79
H -1.89 2.69 -1.80
C -1.87 -2.97 -4.53
C -1.47 -4.09 -3.55
C -1.04 -3.33 -2.31
O -0.47 -2.13 -2.82
C -1.31 -1.69 -3.88
H -2.95 -2.90 -4.64
H -1.45 -3.14 -5.52
H -0.63 -4.67 -3.94
H -2.29 -4.78 -3.34
H -0.28 -3.83 -1.71
H -1.89 -3.09 -1.66
H -0.71 -1.08 -4.55
H -2.11 -1.07 -3.48